(1)
14
Properties=species:S:1:pos:R:3 method="wB97M-V/def2-TZVPD" de_lowest_ev=5.697 homo_ev=-9.596 smiles="[H]/N=C1/NOCOCO1" energy_ev=-12326.5314 total_charge=0
H 0.36169 2.36701 -1.62828
N -0.48261 1.89130 -1.51161
C -0.29282 0.67980 -1.10681
N -1.39195 -0.08005 -0.69188
O -1.07788 -0.93111 0.43793
C -0.40259 -0.41570 1.44805
O 1.12408 -0.52678 1.30273
C 1.39277 -0.86434 -0.01070
O 0.92682 0.28895 -0.91555
H -2.13607 0.57909 -0.25528
H -0.77563 0.62070 1.13525
H -0.61629 -0.78074 2.41911
H 0.85525 -1.82543 -0.38550
H 2.51522 -1.00270 -0.23746

(2)
64
Properties=species:S:1:pos:R:3 method="wB97M-V/def2-TZVPD" de_lowest_ev=5.145 homo_ev=-6.986 energy_ev=-76826.9740 total_charge=0
C -0.37979 -1.70388 3.40145
C -1.40428 -0.75601 3.59895
C -2.55772 -0.59911 2.68992
C -2.44225 -0.54057 1.34716
N -1.22483 -0.62657 0.66513
C -0.34738 0.53475 0.90448
C -0.97895 1.92843 0.55521
C -0.83539 2.85942 1.79628
C -1.18308 4.34044 1.46620
C -3.75901 -0.41618 0.59513
O -3.91177 -0.83952 -0.50657
C -4.95504 0.24090 1.28433
P -6.32390 1.07227 0.33448
O -5.60918 1.99992 -0.84621
O -6.98025 2.20028 1.37790
C -5.05481 0.20140 2.60609
C -3.93856 -0.53896 3.33059
O -4.13506 -1.09004 4.35997
H 0.54265 -1.41816 2.86950
H -0.51815 -2.71990 3.79552
H -1.35794 -0.06242 4.46016
H -1.39547 -0.71250 -0.33710
H 0.06059 0.60166 1.92358
H 0.52317 0.40543 0.23616
H -0.33506 2.39671 -0.21161
H -2.01791 1.87228 0.19722
H -1.43294 2.47272 2.64171
H 0.21812 2.84853 2.13797
H -0.32140 4.93174 1.12368
H -1.59988 4.82296 2.36447
H -1.93655 4.34686 0.65859
H -6.21481 2.75208 -0.96718
H -7.42742 1.77103 2.12194
H -5.89335 0.64348 3.15160
C 2.18464 -0.00430 -4.62936
S 1.04193 -0.76500 -3.46866
O 0.30630 0.33529 -2.77837
C 2.30222 -1.36364 -2.33124
H 1.60581 0.47327 -5.41805
H 2.79021 0.74443 -4.11973
H 2.82521 -0.77090 -5.06486
H 2.89935 -0.52645 -1.96755
H 2.93792 -2.08703 -2.84205
H 1.80410 -1.84808 -1.49220
C 2.64059 -6.67472 3.57478
S 1.71060 -6.34376 2.06854
O 2.06002 -4.96870 1.62454
C 0.09756 -6.25769 2.86390
H 3.69715 -6.72960 3.31848
H 2.48079 -5.86954 4.29273
H 2.31981 -7.62728 3.99779
H 0.10296 -5.47965 3.62789
H -0.13936 -7.22405 3.31026
H -0.64466 -6.01714 2.10475
C 4.44729 4.03613 -6.32279
S 5.64955 2.88568 -5.63571
O 5.01066 1.54247 -5.60798
C 5.59481 3.53975 -3.95907
H 4.29375 3.78384 -7.37054
H 3.50264 3.94974 -5.78461
H 4.83357 5.05302 -6.24730
H 4.57592 3.48571 -3.57363
H 5.94385 4.57273 -3.96069
H 6.25242 2.93604 -3.33600

(3)
16
Properties=species:S:1:pos:R:3 method="wB97M-V/def2-TZVPD" de_lowest_ev=0.596 homo_ev=-9.584 smiles="NC(=O)CCCO" energy_ev=-9879.4645 total_charge=0
N -0.36243 -2.33052 0.24410
C -1.17943 -1.35364 0.73850
O -1.92519 -1.53471 1.68424
C -1.03989 -0.02593 0.01758
C 0.13327 0.79654 0.58722
C 0.91158 1.50355 -0.50724
O 1.48028 0.49741 -1.32965
H -0.29623 -3.19570 0.75458
H 0.33351 -2.11996 -0.45451
H -0.85899 -0.21047 -1.04638
H -1.98493 0.51160 0.11737
H -0.22575 1.52875 1.31700
H 0.83433 0.13871 1.11520
H 0.24175 2.15286 -1.09037
H 1.69324 2.13749 -0.06626
H 1.93455 0.92274 -2.06571

(4)
35
Properties=species:S:1:pos:R:3 method="wB97M-V/def2-TZVPD" homo_ev=-12.531 energy_ev=-31758.3268 total_charge=+1
C 0.95741 -3.23129 5.83791
C -0.52676 -2.97924 6.19568
O -1.01228 -2.05545 5.22790
C -0.04538 -2.04008 4.18460
H 0.02563 -1.02880 3.76576
O 1.22477 -2.43579 4.68843
H 1.64557 -2.92292 6.63316
H 1.16230 -4.27565 5.57804
H -1.14052 -3.88453 6.13291
H -0.65591 -2.53262 7.18813
H -0.35365 -2.74406 3.40361
F 3.19672 -1.97650 -0.46476
C 2.91945 -0.91157 0.32420
C 3.94226 -0.14415 0.84905
C 3.65649 0.94982 1.64846
F 4.65851 1.70760 2.15034
C 2.34656 1.26681 1.92493
C 1.27466 0.51128 1.40950
C -0.04428 0.91420 1.73304
C -1.30726 0.40422 1.34528
C -2.46249 1.06257 1.81299
C -3.72605 0.63536 1.47842
F -4.81241 1.30216 1.93287
C -3.88145 -0.47460 0.66447
C -2.77384 -1.14686 0.18295
F -2.92135 -2.23371 -0.61079
C -1.51520 -0.71184 0.51279
C 1.61463 -0.58975 0.60028
H 4.96348 -0.40017 0.63532
H 2.14667 2.12310 2.54196
H -0.09571 1.77137 2.38187
H -2.36549 1.92868 2.44098
H -4.86544 -0.81762 0.40419
H -0.71958 -1.27891 0.08658
H 0.89228 -1.23817 0.16037

(5)
51
Properties=species:S:1:pos:R:3 method="wB97M-V/def2-TZVPD" de_lowest_ev=0.000 homo_ev="-20.806 / -21.026" energy_ev=-54755.4038 total_charge=+4
Sn 1.03891 -2.00832 0.37464
C 2.98055 -2.87473 2.11380
C 1.89582 -3.66440 2.52645
C 1.34850 -4.60978 1.65578
C 1.88069 -4.77150 0.36992
C 2.97170 -3.99586 -0.04228
C 3.52491 -3.04784 0.82934
H 3.43384 -2.17356 2.80423
H 1.50566 -3.56013 3.53134
H 0.52711 -5.23586 1.98132
H 1.46782 -5.51843 -0.29728
H 3.40584 -4.15082 -1.02245
H 4.39542 -2.47726 0.53037
O 1.54719 -0.14622 -1.00025
S 1.07202 0.59349 -2.25282
C -0.03646 1.87200 -1.60786
C -1.38160 1.21895 -1.25950
C -2.17099 1.97512 -0.18404
C -1.59933 1.94378 1.23040
S -1.65656 0.34667 2.11483
O -1.02657 -0.71595 1.24828
C -3.38477 0.05788 2.25966
C -3.96218 -1.10753 1.72837
C -5.29635 -1.32651 1.94740
C -6.05330 -0.40574 2.74048
C -5.45436 0.74180 3.30092
C -4.12740 0.97062 3.08195
C 2.44004 1.62345 -2.79889
C 2.32394 2.20216 -4.10941
C 3.35716 2.99277 -4.65478
C 4.50538 3.17604 -3.93296
C 4.62555 2.58095 -2.64272
C 3.58014 1.77981 -2.08192
H -0.14304 2.64170 -2.37552
H 0.49498 2.29967 -0.75436
H -1.22860 0.18908 -0.93490
H -1.99149 1.17540 -2.16195
H -3.19698 1.60222 -0.17660
H -2.24766 3.03182 -0.45614
H -2.12037 2.63806 1.89354
H -0.53915 2.19937 1.29031
H -3.36448 -1.78981 1.14060
H -5.79188 -2.19026 1.52280
H -7.10478 -0.60004 2.92046
H -6.04174 1.41426 3.91209
H -3.64049 1.82314 3.54104
H 1.43450 2.01702 -4.70501
H 3.23444 3.42658 -5.63906
H 5.32655 3.76551 -4.32216
H 5.52877 2.74936 -2.06659
H 3.71308 1.32186 -1.11090

(6)
13
Properties=species:S:1:pos:R:3 method="wB97M-V/def2-TZVPD" de_lowest_ev=1.743 homo_ev=-10.419 smiles=C[C@H]1C[C@H]1C#N energy_ev=-6786.7695 total_charge=0
C -1.40746 0.07809 -0.92998
C 0.08940 0.03404 -0.69957
C 0.77099 1.06080 0.16823
C 0.81479 -0.40083 0.55865
C 0.40527 -1.09926 1.70906
N 0.37328 -1.84077 2.60468
H -1.81285 -0.90731 -1.17918
H -1.62297 0.74620 -1.77408
H -1.93396 0.46087 -0.05333
H 0.64933 -0.33335 -1.54451
H 0.14566 1.80385 0.67008
H 1.76065 1.41189 -0.08478
H 1.76785 -1.01423 0.55473

(7)
82
Properties=species:S:1:pos:R:3 method="wB97M-V/def2-TZVPD" homo_ev=-9.092 energy_ev=-1094209.5733 total_charge=0
F -11.17332 -18.99792 5.17147
C -10.16211 -18.94723 4.21608
C -10.28084 -18.11804 3.10355
C -9.37187 -18.25459 2.10075
C -8.25040 -19.04866 2.22605
C -8.03200 -19.75128 3.35808
C -9.03294 -19.70444 4.40626
H -11.10543 -17.43701 2.95585
H -9.50900 -17.58675 1.26973
H -7.51952 -19.06872 1.38208
H -7.12551 -20.30517 3.58897
H -8.88494 -20.30862 5.32060
F -9.80861 -24.61715 -0.96998
C -9.96802 -23.59748 -0.08371
C -9.02130 -23.35144 0.89805
C -9.40280 -22.35202 1.75929
C -10.58680 -21.68919 1.72706
C -11.53801 -21.99044 0.78497
C -11.22051 -22.99817 -0.17271
H -8.05863 -23.88064 0.82281
H -8.84670 -22.18878 2.61473
H -10.62546 -20.87451 2.48248
H -12.51033 -21.52849 0.78560
H -11.90908 -23.26327 -0.95263
C -4.08609 -21.53997 2.24745
Br -5.11561 -20.30424 1.20445
Br -5.28283 -22.93973 2.68087
Br -3.49701 -20.61508 3.78374
H -3.23826 -21.92082 1.72471
C -12.59970 -16.46640 -1.39390
Br -12.19018 -18.26650 -0.95216
Br -11.08931 -15.62114 -2.05450
Br -13.15312 -15.57735 0.20133
H -13.37941 -16.36424 -2.09556
C -14.03947 -19.70973 4.35032
Br -13.89909 -19.23448 2.52953
Br -13.13668 -21.38783 4.55382
Br -15.87473 -20.09816 4.67056
H -13.59437 -19.04493 5.05384
C -8.20559 -20.02133 -2.88489
Br -9.69465 -20.56249 -3.87211
Br -6.62154 -21.00526 -3.29106
Br -8.58689 -20.24331 -0.97852
H -8.10407 -18.98450 -3.21098
C -6.41825 -20.91128 7.72640
Br -5.18173 -22.08012 6.89649
Br -6.21865 -19.06099 7.17475
Br -6.22801 -20.96674 9.63946
H -7.38535 -21.15871 7.36917
N -9.31053 -22.96798 6.37043
C -8.98167 -24.11361 6.92819
C -9.60468 -25.33439 6.69541
C -10.72572 -25.30386 5.89668
C -11.13969 -24.14928 5.26279
C -10.39496 -23.00822 5.58128
H -8.15882 -24.04818 7.67104
H -9.29649 -26.24836 7.26595
H -11.31581 -26.20330 5.81080
H -12.05208 -24.11982 4.68571
H -10.55719 -22.06040 5.11332
N -5.89954 -17.16792 -0.45947
C -5.94298 -16.68480 0.74829
C -6.64264 -15.59300 1.11833
C -7.55122 -15.07476 0.17415
C -7.53434 -15.54228 -1.11020
C -6.70443 -16.61976 -1.33194
H -5.20920 -17.08665 1.47302
H -6.52180 -15.20622 2.10780
H -8.28679 -14.32008 0.48031
H -8.16210 -15.12651 -1.94218
H -6.84262 -17.14836 -2.33496
N -9.13535 -19.16422 10.89055
C -9.58502 -18.52466 9.83825
C -10.33707 -19.08533 8.79355
C -10.57980 -20.46813 8.81820
C -10.08070 -21.17908 9.95778
C -9.38941 -20.46056 10.90124
H -9.25955 -17.46022 9.76233
H -10.60162 -18.41854 8.00386
H -11.20799 -20.92846 8.02825
H -10.19888 -22.27164 9.99566
H -9.04026 -21.01689 11.78226

(8)
6
Properties=species:S:1:pos:R:3 method="wB97M-V/def2-TZVPD" multiplicity=4 homo_ev="-23.637 / -23.297" energy_ev=-61718.2448 total_charge=+2
Ni -1.36250 -0.84920 1.42938
Cl 0.32351 0.24002 -0.31960
O 0.50486 0.59567 1.06592
O 1.37996 0.68349 -1.31502
O 0.18321 -1.17676 -0.14156
O -1.02906 0.50678 -0.71911